An isolated molecule of C4H5NOS2, computed with ωB97M-V/def2-TZVPD.

XYZ file:
```
13
Properties=species:S:1:pos:R:3:mulliken_charge:R:1
H -1.214 -1.553 -0.922 0.4982
S 2.969 -0.505 0.511 -0.3847
H -1.029 1.185 -1.417 0.3855
O -1.062 0.240 -1.760 -0.4670
H 2.457 2.025 0.120 0.1604
C 1.487 -0.018 -0.066 0.3787
C -1.850 0.225 1.701 0.2745
H 0.912 -1.837 -0.202 0.1956
N 0.573 -0.909 -0.397 -0.1577
C -0.897 -0.640 -0.652 -0.7556
S 1.233 1.731 -0.304 -0.1609
C -1.422 -0.156 0.681 -0.4136
H -2.158 0.212 2.706 0.4467
```

Summary:
Structure (SMILES): C#C[C@@H](O)NC(=S)S
Energy relative to the best compared isomer or geometry (same formula, charge and spin) (kcal/mol): 66.91
HOMO level (eV): -8.49

=====

An isolated molecule of C5H7NO, computed with ωB97M-V/def2-TZVPD.

XYZ file:
```
14
Properties=species:S:1:pos:R:3:mulliken_charge:R:1
C -0.972 -1.269 -0.623 -1.2666
H -0.235 1.336 1.523 0.3153
C 1.098 -0.298 1.568 0.2135
C 0.328 0.806 -1.030 -0.3185
C -0.260 -0.033 -0.165 0.4547
C -0.261 0.267 1.312 -0.3916
H -1.015 -0.299 1.859 0.2984
H -0.609 -2.138 -0.078 0.3132
H 1.373 2.385 -1.358 0.3410
N 2.142 -0.688 1.829 -0.4546
H 0.351 0.586 -2.090 0.3173
O 0.914 1.969 -0.625 -0.4826
H -2.043 -1.189 -0.440 0.2858
H -0.812 -1.434 -1.682 0.3745
```

Summary:
Structure (SMILES): C/C(=C/O)CC#N
Energy relative to the best compared isomer or geometry (same formula, charge and spin) (kcal/mol): 31.55
HOMO level (eV): -8.78

=====

A structure of composition CH3FO4PS, computed with ωB97M-V/def2-TZVPD.

XYZ file:
```
11
Properties=species:S:1:pos:R:3:mulliken_charge:R:1
P -2.155 0.105 -1.796 -0.0110
S 0.210 0.264 -3.015 0.7703
F 0.432 0.637 -4.766 -0.4513
H -1.101 0.355 0.732 0.2083
C -0.157 0.633 0.240 -0.5557
H 0.547 -0.161 0.419 0.2703
H 0.316 1.630 0.636 0.1817
O -2.276 -1.304 -1.343 -0.5263
O -0.582 0.726 -1.081 -0.2345
O 0.695 -1.074 -2.841 -0.4939
O -1.379 0.231 -3.304 -0.1578
```

Summary:
Net charge: -1
Energy relative to the best compared isomer or geometry (same formula, charge and spin) (kcal/mol): 38.75
HOMO level (eV): -4.29

=====

A cluster of 2 separate species, C3HN3O6 in total, computed with ωB97M-V/def2-TZVPD.

XYZ file:
```
13
Properties=species:S:1:pos:R:3:mulliken_charge:R:1
N 1.606 -1.150 0.765 1.0680
H -2.474 -0.919 -1.016 0.4021
O 0.068 1.058 -1.094 -0.5911
C 1.235 1.323 1.073 0.7645
O 1.146 -2.068 1.380 -0.5073
N 1.445 0.144 1.336 -0.4592
N -0.833 0.426 -1.672 0.9813
O 1.110 2.465 1.062 -0.3686
C -1.400 -0.223 0.505 0.8111
O -1.216 0.437 -2.829 -0.5721
O -1.148 -0.003 1.600 -0.2757
O 2.109 -1.143 -0.331 -0.4777
C -1.647 -0.347 -0.778 -0.7753
```

Summary:
Structure (SMILES): O=C=C[N+](=O)[O-].O=C=N[N+](=O)[O-]
Energy relative to the best compared isomer or geometry (same formula, charge and spin) (kcal/mol): 185.92
HOMO level (eV): -11.00

=====

A cluster of 3 separate species, C28H51N5O8PS3 in total, computed with ωB97M-V/def2-TZVPD.

XYZ file:
```
96
Properties=species:S:1:pos:R:3:mulliken_charge:R:1
O -6.195 0.252 1.601 -0.5429
H -6.031 1.501 -2.114 0.3689
H 0.103 -9.014 -2.243 0.3789
H -0.672 -9.585 -0.750 0.3435
H 0.312 -0.472 -3.628 0.3481
C -1.859 -2.518 0.335 -0.3970
C 2.963 -0.910 -0.987 -1.6600
H -0.704 4.248 -1.701 0.3412
C 2.548 1.752 -0.847 1.2480
O 2.000 4.791 1.173 -0.5101
C 3.946 4.770 6.294 -1.4102
C -5.564 1.065 -1.161 -0.7965
H -1.020 -5.659 2.117 0.2076
C 1.374 2.892 -0.917 -0.5192
H -2.848 3.470 -0.995 0.6219
H 4.277 5.083 3.558 0.3249
N 0.346 2.395 -1.836 0.6284
H -1.462 -0.174 -0.857 -0.5444
H -2.445 0.958 -2.836 -0.6699
H -2.317 -7.197 -0.344 0.3390
N 0.637 -0.010 -1.174 0.5860
C 0.655 -2.400 1.146 -0.1065
H 2.505 3.944 4.927 0.2163
H 3.342 4.575 7.183 0.3432
H 2.398 -1.916 -0.936 0.3972
C -0.901 3.152 -2.009 -1.2822
H -3.510 0.337 -0.357 0.0376
H 0.322 -6.467 -2.638 0.3871
S -1.565 1.166 -5.511 0.8748
H -6.189 0.123 -0.916 0.3782
C 0.368 1.012 -2.186 -1.5652
S 0.934 2.278 2.240 -0.3866
H -1.648 -8.832 -2.002 0.3596
N 3.547 2.016 0.240 -0.4826
O 3.743 2.473 5.607 -0.5610
H 3.804 5.812 5.995 0.3642
C 1.660 -4.590 2.534 -1.1033
H -3.095 -4.400 0.783 0.3342
H 1.672 -1.904 1.231 0.2428
H 0.873 1.127 -5.388 0.6000
H -0.530 5.232 1.226 0.3215
C -4.400 1.814 2.197 -0.5581
H 1.908 3.775 -1.453 0.6067
H 1.119 -5.219 3.338 0.3372
H -0.607 0.522 0.607 -0.0066
N 3.395 1.769 -2.110 -0.7467
H -1.258 1.056 -6.885 0.2397
H -1.930 2.094 -0.211 -0.2136
H 0.511 -7.438 -0.329 0.2272
C 4.406 4.062 3.928 -0.9619
O -1.465 -7.199 0.113 -0.5035
H -0.308 -5.351 -1.407 0.1254
H 4.128 3.364 3.133 0.0763
H 3.389 1.443 1.073 0.2779
H 5.468 3.897 4.136 0.4190
O -0.650 4.317 0.875 -0.4848
H 0.275 2.545 -4.407 0.3338
H -1.428 -6.273 -2.399 0.3186
O -5.755 1.953 -0.007 -0.3850
H 1.803 0.105 0.607 0.6785
C -0.489 -0.240 -0.233 1.2124
H 3.667 3.014 0.439 0.2961
C -5.549 1.246 1.211 0.5995
P 0.859 3.546 0.768 0.9544
C -2.198 2.541 -1.228 -0.0126
C 4.657 1.794 -1.823 0.4414
C 0.465 -3.816 1.757 0.3685
H 4.992 4.629 6.585 0.3467
H -4.051 -0.412 -1.939 0.3674
C 3.564 3.819 5.171 0.5042
C -0.881 -4.612 1.671 -0.5562
H 4.676 2.352 5.825 0.3585
C -0.525 -1.709 0.425 0.1298
C -0.446 -7.438 -0.857 0.4976
O -2.193 -0.159 -5.136 -0.5501
C -2.062 -3.930 0.948 -0.7682
H -3.739 2.485 1.541 0.0261
H -3.821 0.943 2.655 0.2435
C -0.673 -8.795 -1.505 -1.4163
H -2.717 -1.999 -0.220 0.1225
C -4.053 0.574 -1.336 -0.3801
H 2.149 -5.341 1.828 0.2484
N 0.251 0.548 -3.446 0.4476
H 3.855 -0.870 -0.267 0.3301
H -3.819 2.289 -2.743 0.6342
H 2.387 -3.882 3.048 0.3488
S 6.267 2.166 -1.594 -0.1704
H 3.278 -0.800 -2.091 0.3442
O -2.452 2.358 -5.298 -0.5331
H 2.019 5.477 0.466 0.3439
H -1.260 3.238 -3.108 0.4399
C -0.460 -6.321 -1.889 -1.0364
C -3.106 1.593 -2.159 0.4178
C 0.063 1.432 -4.618 -0.6616
C 1.951 0.283 -0.525 -1.1183
H -4.857 2.448 3.029 0.3441
```

Summary:
Net charge: +1
HOMO level (eV): -10.62

=====

A cluster of 11 separate species, H22O11 in total, computed with ωB97M-V/def2-TZVPD.

XYZ file:
```
33
Properties=species:S:1:pos:R:3:mulliken_charge:R:1
H -3.792 -1.176 -0.131 0.4152
O -0.438 -0.083 2.896 -0.5779
H -3.491 0.774 2.839 0.2783
H -1.406 -1.159 -0.643 0.3437
H -1.011 2.523 -2.912 0.3221
H 1.026 -3.891 -0.855 0.3073
H 4.164 1.829 0.967 0.3255
H -2.965 -0.181 3.880 0.3001
O 0.731 3.407 0.320 -0.5650
H -1.027 -1.496 -3.274 0.2554
O -2.720 0.232 3.007 -0.6041
H 0.666 0.330 0.461 0.2589
H -2.583 -2.323 -0.800 0.2414
H -1.044 -0.307 3.682 0.3030
O 1.577 -3.039 -1.068 -0.5871
O -1.491 3.343 -3.051 -0.6223
H -0.112 1.513 -0.405 0.3190
O 4.660 -2.965 0.619 -0.6061
O -4.385 -1.110 0.666 -0.5785
H 3.965 -2.400 0.288 0.2910
H 2.177 -2.837 -0.336 0.2732
O 0.312 0.587 -0.395 -0.6166
H 0.325 4.274 0.543 0.2968
O -0.473 -1.697 -2.450 -0.4854
H 1.521 3.672 -0.159 0.2891
O 4.630 2.692 0.801 -0.6269
H 0.281 0.495 3.211 0.2956
H 5.167 -3.224 -0.118 0.3236
H -5.209 -1.209 0.268 0.2989
O -2.075 -1.618 -1.247 -0.7263
H -1.604 3.609 -3.921 0.2993
H 4.205 3.010 0.005 0.3005
H 0.422 -1.575 -2.689 0.2582
```

Summary:
Structure (SMILES): O.O.O.O.O.O.O.O.O.O.O
Energy relative to the best compared isomer or geometry (same formula, charge and spin) (kcal/mol): 117.72
HOMO level (eV): -9.46

=====

In eV, the frontier orbital gap values for the records above are, in order, 8.85; 9.36; 7.97; 10.29; 6.38; 9.58.
In Ha, the electronic energy values for the records above are, in order, -1081.6866; -324.6742; -1180.3583; -730.3396; -3508.5690; -840.6925.